(1)
The following is a quantum chemistry calculation of a molecular structure, C13H17BrDyO at a distorted geometry, from OMol25.

Summary:
Charge: -1
Energy (eV): -109932.5846
Highest occupied orbital energy (alpha / beta) (Ha): -0.15630 / -0.15642
2S+1: 6
Frontier orbital gap (alpha / beta) (eV): 7.2 / 7.3

Cartesian coordinates (Å):
C1 -2.574 -0.476 -0.886
C2 -2.268 -0.975 0.421
C3 -1.997 0.159 1.246
H1 -2.347 -2.018 0.752
C4 -2.035 1.340 0.456
C5 -2.446 0.930 -0.872
H2 -2.606 1.601 -1.726
H3 -2.937 -1.090 -1.723
H4 -1.879 0.106 2.320
H5 -1.883 2.359 0.812
Dy1 0.019 -0.005 -0.810
Br1 0.211 -2.664 -1.001
C6 1.630 0.909 -2.514
C7 0.450 1.683 -2.798
C8 -0.550 0.793 -3.272
H6 0.404 2.764 -2.866
C9 -0.018 -0.520 -3.287
C10 1.332 -0.459 -2.815
H7 2.056 -1.265 -2.857
H8 2.589 1.300 -2.191
H9 -1.504 1.092 -3.702
H10 -0.558 -1.403 -3.617
C11 0.519 -0.127 3.499
C12 1.488 0.072 2.349
C13 2.622 -0.913 2.549
O1 0.949 -0.145 1.090
H11 -0.027 -1.054 3.332
H12 -0.211 0.675 3.566
H13 0.991 -0.188 4.487
H14 1.874 1.094 2.333
H15 2.207 -1.918 2.409
H16 3.394 -0.798 1.774
H17 3.106 -0.860 3.542

Force components x, y, z for each atom (eV/Å):
C -0.3 -0.3 0.2
C -0.7 1.1 0.2
C -0.5 -0.5 -0.7
H 0.2 0.6 -0.3
C -0.6 -0.9 -0.7
C 0.2 0.7 0.4
H 0.0 -0.4 0.6
H 0.4 0.4 0.4
H 0.4 0.1 -0.3
H 0.0 -0.3 -0.2
Dy -1.3 -0.3 3.4
Br 0.1 -1.5 0.2
C -0.6 -0.2 -1.0
C 0.5 -0.6 -0.4
C 0.9 0.0 -0.8
H -0.1 -0.1 0.5
C 0.5 0.7 -0.8
C 0.4 1.0 -1.5
H -0.3 0.1 0.4
H -0.2 -0.1 0.0
H 0.2 -0.2 0.4
H 0.3 0.2 0.2
C -0.6 0.2 0.3
C 0.5 -0.2 -0.5
C 0.8 -0.5 -0.1
O 0.1 0.5 -0.2
H -0.1 -0.1 0.0
H -0.2 0.1 -0.1
H 0.3 0.0 -0.2
H 0.2 0.3 0.5
H 0.1 0.1 0.1
H -0.2 0.1 0.2
H -0.2 0.1 -0.3

=====

(2)
The following is a quantum chemistry calculation of a molecular structure, C13H17BrN4O4PdS at a distorted geometry, from OMol25.

Summary:
Charge: +2
Energy (eV): -112250.5390
Highest occupied orbital energy (Ha): -0.56517
Frontier orbital gap (eV): 7.9

Cartesian coordinates (Å):
Pd1 -2.099 -0.608 1.925
N1 -3.173 -2.165 0.904
C1 -2.611 -2.657 -0.389
C2 -1.229 -3.304 -0.235
C3 -0.199 -2.316 0.240
O1 0.620 -1.820 -0.708
O2 -0.137 -1.992 1.397
H1 -3.243 -2.957 1.541
H2 -4.114 -1.815 0.737
H3 -2.580 -1.804 -1.067
H4 -3.268 -3.414 -0.818
H5 -0.939 -3.736 -1.191
H6 -1.266 -4.093 0.517
Br1 -2.877 -0.613 4.671
C4 -2.174 1.053 4.160
C5 -2.101 2.198 4.919
C6 -1.546 3.320 4.306
C7 -1.072 3.253 2.999
C8 -1.183 2.056 2.324
N2 -1.736 1.000 2.916
C9 -0.660 1.694 0.953
O3 0.200 2.337 0.407
O4 -1.166 0.571 0.515
H7 -2.463 2.218 5.937
H8 -1.478 4.247 4.859
H9 -0.623 4.102 2.503
S1 1.488 -0.496 -0.158
C10 2.106 -0.025 -1.720
N3 1.926 -0.746 -2.805
C11 2.536 -0.385 -4.091
C12 3.815 0.396 -3.833
C13 3.517 1.575 -2.922
N4 2.794 1.101 -1.734
H10 1.398 -1.598 -2.716
H11 1.826 0.209 -4.670
H12 2.735 -1.305 -4.637
H13 4.229 0.753 -4.773
H14 4.551 -0.258 -3.360
H15 2.914 2.327 -3.434
H16 4.436 2.051 -2.584
H17 2.848 1.648 -0.886

Force components x, y, z for each atom (eV/Å):
Pd -1.2 0.9 0.4
N 1.0 -0.2 -0.4
C -0.1 0.0 0.0
C 0.2 0.2 -0.3
C -0.5 -0.7 0.3
O -0.3 0.0 -0.2
O 0.8 0.2 0.0
H -0.2 0.1 0.0
H 0.0 0.0 0.1
H 0.0 0.0 0.0
H -0.1 0.1 0.0
H -0.1 0.0 0.0
H 0.0 -0.1 -0.1
Br -0.2 -0.3 -0.1
C 0.1 0.2 0.1
C 0.0 0.1 0.0
C 0.0 -0.1 0.0
C 0.0 0.0 0.0
C 0.3 0.1 -0.1
N 0.4 0.2 0.4
C 0.0 -0.1 0.4
O 0.0 0.2 -0.3
O -0.5 -0.7 -0.4
H 0.0 0.0 0.0
H 0.0 0.0 0.0
H 0.0 0.0 0.0
S 0.6 0.1 0.1
C 0.0 0.1 0.0
N 0.0 0.0 0.1
C 0.0 0.1 -0.2
C -0.1 0.0 0.1
C 0.1 0.1 -0.2
N 0.0 -0.1 0.1
H 0.0 0.0 0.0
H 0.0 0.0 0.0
H 0.0 0.0 0.0
H 0.0 0.0 0.0
H 0.0 0.0 0.0
H 0.0 0.0 0.0
H 0.0 0.0 0.0
H -0.1 0.0 0.0

=====

(3)
The following is a quantum chemistry calculation of a molecular structure, C13H17CaN13O6S2, from OMol25.

Summary:
Charge: -2
Energy relative to the best compared isomer or geometry (same formula, charge and spin) (kcal/mol): 27.8
Energy (eV): -85529.0092
Highest occupied orbital energy (Ha): -0.08778
Frontier orbital gap (eV): 6.7

Cartesian coordinates (Å):
Ca1 -0.822 0.085 0.040
N1 -2.360 -1.692 0.372
C1 -3.435 -0.784 0.816
C2 -3.198 0.637 0.248
O1 -2.753 0.614 -0.961
N2 -3.338 1.731 0.924
C3 -3.314 1.663 2.365
C4 -1.878 1.360 2.898
O2 -1.536 1.884 3.963
O3 -1.188 0.569 2.175
H1 -2.470 -1.941 -0.613
H2 -2.366 -2.570 0.876
H3 -3.452 -0.783 1.900
H4 -4.418 -1.108 0.449
H5 -3.982 0.911 2.813
H6 -3.612 2.626 2.782
N3 1.633 -2.416 0.820
C5 2.269 -1.259 0.695
N4 3.614 -1.278 0.731
C6 4.189 -0.094 0.666
N5 5.557 -0.067 0.655
N6 3.573 1.096 0.589
C7 2.249 1.006 0.547
N7 1.541 -0.113 0.588
C8 1.504 2.305 0.445
C9 2.159 3.509 0.661
C10 1.419 4.678 0.598
C11 0.064 4.608 0.323
C12 -0.509 3.362 0.110
N8 0.205 2.242 0.164
H7 2.134 -3.284 0.663
H8 0.634 -2.486 0.692
H9 6.008 -0.911 0.962
H10 5.980 0.812 0.891
H11 3.216 3.504 0.878
H12 1.896 5.635 0.773
H13 -0.552 5.496 0.286
H14 -1.571 3.228 -0.079
N9 -1.399 -2.323 -2.564
N10 -0.943 -1.127 -2.920
N11 -1.227 -0.475 -4.033
C13 -0.540 0.665 -3.862
N12 0.127 0.711 -2.727
N13 -0.146 -0.458 -2.119
H15 -1.973 -2.624 -3.343
H16 -0.153 -3.328 -2.052
H17 -0.542 1.458 -4.590
O4 2.152 -5.170 -0.584
S1 0.812 -5.134 -1.156
O5 0.768 -3.690 -1.805
O6 0.559 -6.103 -2.202
S2 -0.586 -5.178 0.257

Force components x, y, z for each atom (eV/Å):
Ca 0.7 0.0 0.6
N -0.4 -0.3 -0.2
C -0.2 -0.1 0.0
C -0.6 0.1 0.0
O -0.6 0.1 -0.2
N 0.1 0.0 0.0
C 0.0 0.0 0.0
C -0.1 0.0 0.0
O 0.0 0.0 0.0
O 0.0 0.2 0.6
H 0.0 0.0 0.0
H 0.1 0.0 0.1
H 0.0 0.0 0.0
H 0.0 0.0 0.0
H 0.0 0.0 0.0
H 0.0 0.0 0.0
N 0.0 0.1 -0.1
C 0.0 -0.1 0.1
N 0.0 0.0 0.0
C 0.0 0.0 0.0
N 0.0 0.0 0.0
N 0.0 0.0 0.0
C 0.0 -0.1 -0.1
N 0.5 0.0 0.0
C 0.0 0.0 0.0
C 0.0 0.0 0.0
C 0.0 0.0 0.0
C 0.0 0.0 0.0
C 0.0 0.0 0.0
N 0.3 0.3 0.1
H 0.0 0.0 -0.1
H 0.0 0.0 0.0
H 0.0 0.0 0.0
H 0.0 0.0 0.0
H 0.0 0.0 0.0
H 0.0 0.0 0.0
H 0.0 0.0 0.0
H 0.0 0.0 0.0
N -0.1 -0.1 0.0
N 0.0 0.0 0.0
N 0.1 -0.1 0.0
C 0.1 0.0 0.1
N 0.0 0.0 -0.1
N 0.3 -0.1 -0.9
H 0.0 0.0 0.0
H 0.1 -0.1 0.0
H 0.0 0.0 0.0
O 0.0 0.0 0.1
S 0.0 0.1 0.0
O -0.1 0.1 0.0
O 0.0 0.0 0.0
S -0.1 0.1 0.0

=====

(4)
The following is a quantum chemistry calculation of 5 unconnected molecules or ions with the total composition C13H17Cl8F2N3O at a distorted geometry, from OMol25.

Summary:
Energy (eV): -125879.5831
Highest occupied orbital energy (Ha): -0.38939
Frontier orbital gap (eV): 9.3

Cartesian coordinates (Å):
H1 5.738 -3.500 -2.745
N1 4.981 -2.754 -2.768
C1 4.548 -2.485 -1.473
C2 5.248 -3.391 -0.254
C3 3.358 -1.351 -1.177
C4 2.080 -2.076 -0.381
C5 1.405 -1.063 0.762
N2 1.163 -0.212 1.724
C6 0.946 -2.545 -1.468
F1 1.674 -3.241 -2.594
C7 0.169 -1.223 -2.126
N3 -0.616 -0.264 -2.574
C8 -0.154 -3.623 -0.909
C9 0.520 -4.897 -0.073
O1 0.401 -4.936 1.283
F2 1.263 -5.928 -0.851
H2 4.522 -4.331 -0.135
H3 5.140 -2.790 0.759
H4 6.351 -3.689 -0.512
H5 3.767 -0.406 -0.622
H6 2.949 -0.988 -2.224
H7 2.532 -2.990 0.239
H8 -0.998 -3.119 -0.263
H9 -0.651 -4.127 -1.870
Cl1 -2.053 1.035 1.695
C10 -1.074 2.064 0.642
Cl2 -1.764 3.686 0.518
H10 -0.065 2.137 1.054
H11 -1.035 1.617 -0.355
Cl3 1.873 4.031 -4.506
C11 0.901 3.081 -3.376
Cl4 1.904 2.404 -2.088
H12 0.139 3.727 -2.932
H13 0.420 2.264 -3.920
Cl5 -4.848 2.314 4.686
C12 -5.500 1.722 3.153
Cl6 -6.864 2.711 2.617
H14 -4.714 1.760 2.394
H15 -5.837 0.692 3.284
Cl7 -3.876 6.125 3.448
C13 -5.638 6.030 3.549
Cl8 -6.398 7.368 2.680
H16 -5.969 5.086 3.109
H17 -5.937 6.072 4.599

Force components x, y, z for each atom (eV/Å):
H -1.2 1.1 0.3
N -1.7 1.0 5.5
C 2.3 -1.7 -3.4
C -2.1 0.8 0.1
C 0.0 -0.6 -1.0
C 0.3 0.8 0.9
C -0.5 5.7 6.2
N 2.1 -8.0 -9.0
C 0.3 -0.4 -0.9
F -1.8 1.9 2.9
C -5.9 6.1 -2.8
N 7.6 -9.2 4.3
C -0.1 -1.2 -1.2
C -0.2 0.2 6.8
O 1.2 -0.3 -10.3
F -2.4 3.4 2.5
H 1.9 1.8 -0.3
H 0.6 -1.3 -2.0
H -2.3 0.6 0.5
H -0.8 -2.1 -0.8
H 1.0 -0.8 2.1
H -1.4 1.9 -1.4
H 2.0 -1.1 -1.1
H 1.1 1.3 2.1
Cl 0.0 -0.1 0.0
C 0.4 0.0 -0.2
Cl 0.0 0.0 -0.1
H -0.3 0.0 0.0
H -0.1 0.1 0.3
Cl -0.1 0.0 0.0
C -0.4 0.0 -0.2
Cl -0.1 -0.1 0.1
H 0.3 -0.1 0.0
H 0.2 0.2 0.2
Cl 0.1 -0.1 0.0
C 0.2 -0.3 -0.2
Cl -0.1 -0.1 -0.1
H -0.2 0.1 0.2
H 0.0 0.3 0.1
Cl 0.0 -0.1 0.1
C -0.2 -0.3 0.2
Cl -0.1 0.0 0.0
H 0.2 0.4 0.1
H 0.1 0.1 -0.3

=====

(5)
The following is a quantum chemistry calculation of a molecular structure, C13H17CrNO5S, from OMol25.

Summary:
Energy (eV): -64742.4812
Highest occupied orbital energy (alpha / beta) (Ha): -0.30651 / -0.31886
2S+1: 5
Frontier orbital gap (alpha / beta) (eV): 7.9 / 8.1

Cartesian coordinates (Å):
Cr1 0.883 -1.429 0.151
O1 3.742 0.506 1.495
S1 2.803 0.247 0.447
O2 2.898 1.075 -0.733
O3 2.817 -1.255 0.027
O4 1.334 0.288 0.972
C1 -0.512 5.337 0.241
C2 -0.909 3.889 0.226
C3 -0.446 3.034 -0.769
C4 -0.752 1.687 -0.781
C5 -0.281 0.871 -1.955
C6 -1.587 1.184 0.243
C7 -1.926 -0.232 0.344
O5 -1.157 -1.180 0.161
C8 -2.113 2.042 1.225
C9 -3.010 1.592 2.353
C10 -1.747 3.380 1.204
H1 0.184 5.565 -0.563
H2 -0.033 5.590 1.187
H3 -1.386 5.982 0.132
H4 0.198 3.425 -1.547
H5 0.180 1.523 -2.692
H6 -1.115 0.344 -2.425
H7 0.486 0.135 -1.706
H8 -2.942 -0.492 0.668
H9 -3.213 0.526 2.377
H10 -3.966 2.114 2.298
H11 -2.553 1.848 3.309
H12 -2.118 4.036 1.983
C11 2.607 -6.182 -1.322
C12 1.290 -5.963 -0.574
C13 0.981 -4.539 -0.450
N1 0.789 -3.410 -0.365
H13 2.805 -7.250 -1.380
H14 3.433 -5.699 -0.806
H15 2.552 -5.780 -2.332
H16 1.333 -6.368 0.438
H17 0.450 -6.440 -1.083

Force components x, y, z for each atom (eV/Å):
Cr 0.1 0.5 0.3
O 0.0 -0.1 0.0
S -0.2 0.0 -0.1
O 0.0 0.0 0.1
O -0.1 0.2 0.1
O 0.2 -0.1 -0.3
C 0.0 0.0 0.0
C 0.1 0.0 -0.1
C 0.0 0.0 0.1
C 0.0 0.0 0.0
C 0.0 -0.2 0.0
C -0.1 -0.2 -0.1
C 0.4 0.0 0.2
O -0.4 0.1 -0.1
C 0.0 0.1 0.0
C 0.0 0.0 0.0
C 0.0 -0.1 0.0
H 0.0 0.0 0.0
H 0.0 0.0 0.0
H 0.0 0.0 0.0
H 0.0 0.0 0.0
H 0.0 0.0 0.0
H 0.0 0.0 0.0
H 0.0 0.1 0.1
H 0.0 0.0 -0.1
H 0.0 0.0 0.0
H 0.0 0.0 0.0
H 0.0 0.0 0.0
H 0.0 0.0 0.0
C 0.0 0.0 0.0
C -0.1 0.1 0.0
C 0.0 0.4 0.0
N 0.1 -0.9 -0.1
H 0.0 0.0 0.0
H 0.0 0.0 0.0
H 0.0 0.0 0.0
H 0.0 0.0 0.0
H 0.0 0.0 0.0

=====

(6)
The following is a quantum chemistry calculation of a molecular structure, C13H17IMnN2 at a distorted geometry, from OMol25.

Summary:
Energy relative to the best compared isomer or geometry (same formula, charge and spin) (kcal/mol): 172.0
Energy (eV): -56150.3175
Highest occupied orbital energy (alpha / beta) (Ha): -0.16994 / -0.30253
2S+1: 6
Frontier orbital gap (alpha / beta) (eV): 4.2 / 4.4

Cartesian coordinates (Å):
C1 -2.453 2.157 1.338
C2 -1.401 2.630 -0.616
H1 -2.690 1.099 1.787
H2 -3.322 2.538 0.861
H3 -1.941 2.900 1.941
H4 -1.040 1.893 -1.446
H5 -2.401 2.980 -0.891
H6 -0.780 3.402 -0.193
C3 -0.795 -2.333 1.573
C4 -0.414 -3.690 1.435
C5 0.465 -4.016 0.391
C6 0.953 -3.040 -0.465
H7 -1.510 -2.024 2.332
H8 -0.811 -4.404 2.114
H9 0.784 -5.047 0.231
H10 1.617 -3.234 -1.288
N1 -0.294 -1.410 0.753
C7 0.560 -1.696 -0.241
C8 1.136 -0.575 -1.029
N2 0.619 0.689 -0.866
C9 1.253 1.751 -1.393
C10 2.890 0.295 -2.402
C11 2.411 1.613 -2.193
H11 0.838 2.737 -1.205
H12 2.856 2.472 -2.601
C12 2.266 -0.777 -1.820
H13 2.628 -1.811 -1.912
H14 3.763 0.131 -3.021
Mn1 -1.281 1.155 0.380
I1 -3.089 -0.410 -0.505
C13 -0.307 1.019 2.057
H15 -0.851 0.216 2.625
H16 -0.383 2.034 2.535
H17 0.722 0.756 1.732

Force components x, y, z for each atom (eV/Å):
C -1.8 -0.7 2.2
C -0.7 1.4 -3.0
H -0.2 2.1 0.6
H -0.9 0.2 -0.1
H -0.6 -0.2 0.4
H -0.2 2.1 0.7
H 0.4 0.2 0.1
H 0.5 0.4 -0.7
C 0.8 -1.7 -0.9
C -0.4 2.0 0.3
C 0.8 0.1 -1.1
C -0.6 -0.3 1.1
H 0.1 0.1 -0.1
H -0.2 -0.6 0.3
H -0.2 0.2 0.1
H 0.0 -0.5 0.0
N -1.9 0.8 0.5
C 1.4 1.5 -1.9
C -1.3 -1.2 1.6
N -0.3 0.4 0.5
C 1.8 -1.1 -1.1
C 0.1 -0.1 -0.2
C -2.0 -0.9 1.5
H 0.2 -0.3 -0.1
H 0.6 0.9 -0.5
C 0.6 -0.3 -0.5
H 0.1 0.8 -0.2
H 0.0 0.0 0.0
Mn 3.2 -4.7 -0.2
I -0.9 -1.6 -0.9
C 0.9 1.1 1.1
H 0.8 0.9 -0.4
H 0.5 -1.3 0.0
H -0.7 0.1 0.6